Record 1
H31O16 | ωB97M-V with the def2-TZVPD basis set

XYZ file:
```
47
Properties=species:S:1:pos:R:3:lowdin_spin:R:1
O -1.8730 -0.6741 -3.7635 0.014
H 0.5582 2.2769 0.7969 0.005
H -2.9208 0.0024 2.3850 0.054
O 3.6316 1.3119 -1.0541 0.004
H -1.0776 -1.1296 -3.3903 0.001
H -1.2785 -0.2646 -4.4243 0.001
O 1.8790 1.1763 -2.8235 0.005
H 2.7821 1.1655 -1.7129 0.001
H -3.0107 -1.3129 2.0647 0.061
O -2.2647 -0.7201 2.2667 0.135
H 2.0912 -4.4069 3.6012 0.011
H 4.1376 0.4878 -1.2750 0.001
O 2.3316 -4.4043 2.6647 0.031
H -0.7868 -1.4622 1.1744 0.014
H -3.6693 1.5914 3.7951 0.054
O 1.3066 0.5445 -5.1226 0.002
H 1.5503 0.2023 -4.2427 0.001
H 2.1096 1.0230 -5.3269 0.000
O -2.6623 -1.7714 4.6186 0.058
H -2.5860 -0.8515 4.3690 0.014
H -1.9749 -2.4194 4.5320 0.025
O 1.2013 -3.7647 -1.7002 0.011
H 0.9789 -2.9042 -1.3222 0.002
H 1.4746 0.7188 -1.0222 0.002
O 3.0951 -0.1574 1.2993 0.013
H 3.0493 -1.1200 1.1698 0.004
O 0.0635 -1.5468 0.7287 0.066
H 1.6953 -3.8077 2.2390 0.008
H 0.6062 -0.7382 0.8255 0.007
O -2.7423 3.0760 1.9059 0.074
H 1.2225 1.8551 -3.0289 0.002
H -2.0379 2.6335 1.4103 0.022
O -2.8223 1.2363 4.0656 0.079
H 0.5045 -1.2401 -1.4333 0.003
H -2.1294 1.1916 3.4014 0.035
O 0.8569 0.8640 -0.2711 0.024
H -0.0436 0.5814 -0.4399 0.010
H -3.6419 2.6624 -2.6196 0.008
O 0.3678 3.1833 1.1307 0.029
H -3.9977 3.0555 -1.3350 0.015
H 1.0084 3.7852 0.7580 0.003
O -3.2303 2.5901 -1.7336 0.062
H 3.0771 0.1560 0.3300 0.002
H 1.1579 -4.2405 -0.8384 0.003
O 1.0470 -1.1241 -2.2528 0.007
H -2.1050 3.6767 2.3293 0.018
H 1.4697 -0.1627 -2.2824 0.001
```

## Properties
multiplicity = 2
frontier orbital gap (alpha / beta) = 2.272 / 9.106 eV
total charge = -2
<S²> = 0.75

Record 2
C4H7NO2 | ωB97M-V with the def2-TZVPD basis set

XYZ file:
```
14
Properties=species:S:1:pos:R:3:lowdin_spin:R:1
C -0.9258 0.6419 0.9310 0.003
C -1.2324 1.2364 -0.4592 0.001
C -0.9831 -0.2071 -0.2310 0.007
C -0.7374 -1.3720 -0.8158 0.006
N 2.2158 0.0528 -0.2050 0.853
O 2.3261 -0.6782 0.9576 0.255
O 3.3133 0.3580 -0.5811 0.865
H 0.1715 0.7783 1.4525 0.003
H -1.7065 0.6837 1.7152 0.000
H -2.2138 1.7089 -0.7231 0.000
H -0.3389 1.8014 -0.7783 0.001
H -0.5156 -2.2315 -0.2640 0.000
H 1.4826 -1.2319 0.8505 0.006
H -0.8557 -1.5407 -1.8492 0.000
```

## Properties
multiplicity = 3
frontier orbital gap (alpha / beta) = 9.045 / 7.774 eV
<S²> = 2.01

Energy relative to the best compared isomer or geometry (same formula, charge and spin) (computed, kJ/mol): 39.6 279.5